1.
ORCA calculation (wB97M-V/def2-TZVPD) on an isolated molecule of C19H19ClN2O6S.

Properties
HOMO-LUMO gap = 8.9 eV
E_LUMO = 0.0089 Ha
E_HOMO = -0.31760 hartree
SMILES = COc1ccc(CNC(=O)CCS(=O)(=O)c2cc3c(cc2Cl)NC(=O)CO3)cc1

```
! RIJCOSX wB97M-V def2-TZVPD def2/J DEFGRID3
* xyz 0 1
Cl 1.3167 -0.3327 2.5670
S 2.7613 1.5844 0.2596
O -1.9259 2.6717 -1.2676
O 2.6617 -1.7874 -2.6612
O 3.5068 0.6595 1.0749
O -3.6838 -1.9466 0.2587
O -5.1900 1.6555 -0.1752
O 2.9588 2.9835 0.5103
N 2.6916 -1.6367 -0.4087
N -3.1710 1.1060 0.6636
C 0.4172 -2.5520 -0.0670
C 3.0374 -1.2388 -1.6439
C -1.7862 1.1372 0.5871
C -0.2815 -2.8481 1.0965
C -2.3409 -2.1265 0.0789
C 0.9831 1.2935 0.4267
C -1.6460 -1.8191 -1.0849
C 3.9532 -0.0157 -1.6750
C -1.1867 1.9307 -0.4041
C -1.6423 -2.6381 1.1719
C 3.1660 1.2704 -1.5035
C -3.2655 2.2656 -1.4702
C -3.9870 1.6708 -0.2654
C -0.2799 -2.0311 -1.1480
C 0.1941 2.0094 -0.4595
C -0.9971 0.4508 1.4939
C -4.4954 -1.7675 -0.8784
C 1.8950 -2.8281 -0.1827
C 0.3891 0.5193 1.4098
H 4.7031 -0.0869 -0.8865
H 2.2574 -3.3197 0.7222
H -4.3145 -0.8050 -1.3668
H -3.6056 0.5916 1.4203
H -5.5214 -1.7853 -0.5153
H -4.3479 -2.5742 -1.6023
H -3.3054 1.5125 -2.2746
H 3.7465 2.1412 -1.8005
H -3.8109 3.1496 -1.8096
H -1.4545 -0.1348 2.2741
H -2.1944 -2.8794 2.0668
H 2.2316 1.2444 -2.0569
H 3.0037 -1.0948 0.3883
H 4.4516 -0.0088 -2.6464
H -2.1597 -1.4314 -1.9510
H 0.2398 -3.2595 1.9474
H 0.2524 -1.8123 -2.0611
H 2.0649 -3.4826 -1.0449
H 0.6516 2.6687 -1.1782
*
```

Here are the Mulliken charges for atoms 1 to 4, given in e:
1. Cl -0.13
2. S 1.47
3. O -0.50
4. O -0.65

---

2.
ORCA calculation (wB97M-V/def2-TZVPD) on an isolated molecule of C5H12O2 at a distorted geometry.

Properties
HOMO-LUMO gap = 10.9 eV
E_LUMO = 0.0292 Ha
E_HOMO = -0.37030 hartree
SMILES = CC[C@@H](O)[C@@H](C)O

```
! RIJCOSX wB97M-V def2-TZVPD def2/J DEFGRID3
* xyz 0 1
O 1.0882 1.4559 1.0521
O -1.5851 0.2098 0.1198
C 0.2031 2.2388 -1.0751
C 0.1654 -1.3571 0.7040
C -0.5120 -2.7084 0.4573
C 0.6885 1.0239 -0.2510
C -0.2977 -0.2535 -0.2428
H -0.2918 -3.0819 -0.5501
H -1.6004 -2.6382 0.5614
H -0.6223 2.7969 -0.6027
H 1.2498 -1.4556 0.5903
H 0.7280 2.3294 1.2602
H 1.0194 2.9615 -1.2230
H -0.1572 -3.4629 1.1702
H -0.3189 -0.6071 -1.2839
H -1.1552 1.0353 0.3672
H -0.1493 1.9256 -2.0603
H 1.5755 0.6120 -0.7257
H -0.0280 -1.0246 1.7322
*
```

Here are the Mulliken charges for atoms 1 to 4, given in e:
1. O -0.55
2. O -0.54
3. C -1.33
4. C -0.40

---

3.
ORCA calculation (wB97M-V/def2-TZVPD) on a structure of composition C33H47AuGeN2OPSeSi.

Properties
HOMO-LUMO gap = 7.5 eV
E_LUMO = -0.1055 Ha
E_HOMO = -0.38069 hartree

```
! RIJCOSX wB97M-V def2-TZVPD def2/J DEFGRID3
* xyz 1 1
Au -0.3913 0.1659 0.0663
Se 0.1741 -2.9424 1.0926
Ge 1.3592 -4.0651 -1.8298
P 2.0523 1.2296 1.6431
Si -0.1382 2.9606 -1.6607
O -1.6938 -1.2391 -1.0740
N 0.5360 1.4356 1.2328
N -2.2636 -0.4466 1.3785
C -2.4193 -0.2065 2.6800
C 2.4561 -0.0891 2.8368
C 1.5229 -0.2734 3.8605
C -4.6897 -0.9105 2.6008
C 3.7621 2.7950 3.1778
C 1.7928 -1.1326 4.9131
C 3.9338 -1.6397 3.9419
C -0.4624 3.2507 -3.4848
C 3.2574 1.0060 0.3119
C 4.9014 0.6399 -1.9013
C 4.1143 3.9338 3.8827
C 1.2357 4.0916 -1.1062
C -3.2929 -0.9094 0.6717
C 1.1914 -5.6282 -2.9858
C -1.7127 3.2379 -0.6898
C 3.0062 -1.8103 4.9583
C 1.9733 4.9110 3.3781
C 3.2002 -3.8938 -1.2005
C 4.0349 2.0575 -0.1609
C 0.0956 -4.2738 -0.3357
C -3.6177 -0.4225 3.3325
C 2.5157 2.7169 2.5577
C 0.4060 1.1475 -1.5550
C 4.1300 -0.4172 -1.4308
C 3.2184 4.9916 3.9830
C 1.5932 -3.7368 2.1501
C 4.8543 1.8720 -1.2673
C 0.8378 -2.4636 -2.8376
C 1.6196 3.7754 2.6623
C -3.0956 -1.0964 -0.8117
C -4.5273 -1.1613 1.2490
C 3.3103 -0.2339 -0.3300
C 3.6598 -0.7857 2.8804
H 4.1695 -1.3805 -1.9218
H 1.0693 -1.2612 5.7076
H -3.6187 -1.9900 -1.1524
H 2.1368 3.9193 -1.6996
H 1.2749 5.7332 3.4630
H 1.4869 1.0230 -1.5631
H -1.5238 3.1003 0.3767
H 5.5441 0.5002 -2.7608
H 0.1711 -5.7333 -3.3559
H -1.5107 -1.3469 -2.0165
H 3.4929 5.8784 4.5391
H -5.3430 -1.5453 0.6504
H 3.9990 3.0220 0.3300
H 0.8800 -1.5663 -2.2160
H -1.2793 2.6270 -3.8560
H -3.7065 -0.2149 4.3890
H 3.2260 -2.4713 5.7865
H -2.0956 4.2484 -0.8489
H 3.3123 -3.0888 -0.4735
H 2.6888 -1.0506 0.0300
H 4.8764 -2.1707 3.9737
H 1.4832 3.9453 -0.0561
H 0.2086 -5.2465 0.1455
H 1.8097 -3.0447 2.9582
H -2.4992 2.5389 -0.9906
H -0.0061 0.5499 -2.3766
H 3.5314 -4.8258 -0.7413
H 1.4559 -6.5386 -2.4478
H 0.4253 3.0294 -4.0824
H 1.2465 -4.6831 2.5593
H 5.0840 3.9952 4.3587
H 4.4574 1.9656 3.1119
H 1.5014 -2.3117 -3.6894
H -0.7325 4.2928 -3.6702
H -3.4902 -0.2273 -1.3464
H -5.6423 -1.0958 3.0784
H -0.1696 -2.5989 -3.2449
H 4.4014 -0.6459 2.1047
H 0.5901 0.2792 3.8288
H 0.6517 3.6917 2.1850
H 3.8601 -3.6853 -2.0440
H -1.5472 0.1769 3.1956
H 2.4859 -3.8885 1.5512
H 5.4568 2.6933 -1.6329
H 1.8575 -5.5340 -3.8442
H 0.9425 5.1353 -1.2460
H -0.9239 -4.2328 -0.7226
*
```

Here are the Mulliken charges for atoms 1 to 4, given in e:
1. Au 1.46
2. Se 0.12
3. Ge 0.65
4. P 1.34

---

4.
ORCA calculation (wB97M-V/def2-TZVPD) on a cluster of 2 separate species, CHF3N2 in total at a distorted geometry.

Properties
HOMO-LUMO gap (alpha / beta) = 9.1 / 9.4 eV
E_LUMO (alpha / beta) = -0.0272 / -0.0519 Ha
E_HOMO (alpha / beta) = -0.36147 / -0.39821 hartree

```
! RIJCOSX wB97M-V def2-TZVPD def2/J DEFGRID3
* xyz 0 1
F 1.6889 1.1035 0.9119
F 2.1628 -0.6757 0.0718
F -2.6484 0.7987 -0.1099
N -1.2489 0.4614 0.0634
N 1.3265 -0.1852 0.9691
C -0.6879 -0.4017 -0.5731
H -0.5930 -1.1009 -1.3332
*
```

Here are the Mulliken charges for atoms 1 to 4, given in e:
1. F -0.09
2. F -0.09
3. F -0.18
4. N -0.18

---

Relative energy (zero: lowest compared OMol25 entry of this formula, charge and spin) across the listed records, respectively: 0.000; 1.404; 0.867; 10.273 eV.